Here is a 3-piece molecular cluster, C2H2ClINO2 overall in a non-equilibrium geometry from the Open Molecules 2025 dataset. Energies are from ωB97M-V/def2-TZVPD.

The value obtained for the energy above the lowest of the compared OMol25 structures with the same formula, charge and spin is 0.00 kcal/mol. The HOMO energy is -0.1263 hartree. As for the molecular weight: 234.40 g mol⁻¹. Its HOMO-LUMO gap is 4.762 eV. For the LUMO energy, the calculation gives 1.3 eV.

Structure (ORCA input):
```
! wB97M-V def2-TZVPD RIJCOSX def2/J DEFGRID3
* xyz -1 1
I -6.188 -1.252 -4.218
Cl 1.571 0.146 2.795
O -3.143 -0.033 -5.100
O -2.858 -2.259 -4.580
N 2.346 0.493 4.324
C -3.100 -1.144 -4.779
C 3.469 1.221 3.960
H 4.187 1.413 4.697
H 3.716 1.415 2.901
*
```

---

Here is C39H49N2O3P2PtS as an isolated structure from the Open Molecules 2025 dataset. Energies are from ωB97M-V/def2-TZVPD.

The value obtained for the energy above the lowest of the compared OMol25 structures with the same formula, charge and spin is 11.56 kcal/mol. The HOMO energy is -0.3532 hartree. As for the molecular weight: 882.93 g mol⁻¹. Its HOMO-LUMO gap is 5.379 eV. For the LUMO energy, the calculation gives -4.2 eV.

Structure (ORCA input):
```
! wB97M-V def2-TZVPD RIJCOSX def2/J DEFGRID3
* xyz 1 1
Pt -0.079 0.221 0.420
S 2.996 5.906 -2.670
P -0.468 -0.161 2.596
P -0.420 -1.882 -0.483
O 2.317 5.767 -3.944
O 4.257 5.197 -2.566
O 2.992 7.239 -2.111
N 1.915 0.659 -0.831
N -0.549 2.341 0.609
C -0.765 1.355 3.584
C 0.851 -3.246 -0.258
C 2.453 4.264 -0.487
C 1.911 4.989 -1.541
C 2.256 -2.665 -0.460
C -2.396 -3.662 0.607
C -2.454 -3.260 -1.851
C -1.943 1.598 4.289
C -1.669 -1.362 3.202
C 1.790 2.136 -2.802
C -1.241 -2.523 3.844
C -2.171 -2.612 -0.483
C -0.274 4.161 -0.980
C -0.348 -0.002 -4.727
C -2.096 2.765 5.024
C 0.392 -1.726 -3.221
C -3.037 -1.120 3.077
C -3.959 -2.019 3.584
C 1.649 3.448 0.293
C 3.203 1.738 -4.710
C 2.267 2.517 -4.048
C -1.082 3.708 5.071
C -1.029 0.028 -2.425
C 0.658 -4.476 -1.156
C -3.523 -3.181 4.209
C 0.368 -1.164 -4.488
C 3.684 0.581 -4.112
C 0.294 3.360 0.002
C 0.106 3.471 4.393
C 1.148 -0.669 3.273
C 0.796 -3.726 1.204
C 0.261 2.303 3.666
C 3.238 0.215 -2.852
C 2.283 0.992 -2.202
C -3.200 -1.489 -0.311
C -1.034 0.602 -3.686
C -0.317 -1.152 -2.165
C 0.542 4.972 -1.753
C -2.166 -3.432 4.336
H -1.582 1.520 -3.853
H 2.093 2.839 1.080
H -3.217 -0.820 -1.165
H -1.339 4.098 -1.192
H 0.923 -1.631 -5.290
H -2.419 -2.533 -2.660
H -3.035 -0.907 0.592
H -1.822 -4.333 4.827
H -1.437 2.405 0.116
H 1.929 3.451 -4.480
H 2.441 -1.868 0.272
H 2.979 -3.456 -0.255
H 2.474 -0.149 -0.583
H -1.609 0.505 -1.645
H 3.526 4.303 -0.344
H -0.130 -4.229 1.466
H -5.017 -1.817 3.489
H -4.243 -3.887 4.601
H -0.240 -5.036 -0.901
H 1.613 -4.433 1.358
H 1.547 -1.564 2.799
H 0.942 -2.896 1.897
H 3.584 2.052 -5.672
H -3.456 -3.925 0.595
H 3.662 -0.655 -2.361
H -2.745 0.875 4.300
H 0.628 -4.247 -2.220
H 1.057 -0.826 4.348
H -1.784 -4.081 -2.094
H -1.841 -4.579 0.409
H 0.913 4.191 4.425
H -3.467 -3.666 -1.812
H 4.436 -0.019 -4.609
H -0.355 0.439 -5.715
H 1.507 -5.143 -0.989
H -3.395 -0.222 2.587
H -2.152 -3.311 1.609
H 1.078 2.761 -2.287
H -0.187 -2.735 3.965
H 2.268 1.425 -0.257
H -1.211 4.620 5.638
H 0.140 5.546 -2.579
H -3.016 2.931 5.570
H 1.857 0.140 3.110
H 0.960 -2.633 -3.076
H -0.732 2.583 1.580
H 1.204 2.141 3.156
H -4.190 -1.945 -0.249
H 2.449 -2.287 -1.464
*
```

---

Here is C16H32IrO2P2 as an isolated structure in a non-equilibrium geometry from the Open Molecules 2025 dataset. Energies are from ωB97M-V/def2-TZVPD.

As for the expectation value of S²: 8.766. The value obtained for the energy above the lowest of the compared OMol25 structures with the same formula, charge and spin is 10.35 kcal/mol. The HOMO energy (spin up / spin down) is -0.4976 / -0.5141 hartree. As for the molecular weight: 510.60 g mol⁻¹. Its HOMO-LUMO gap (spin up / spin down) is 7.660 / 7.320 eV. For the LUMO energy (spin up / spin down), the calculation gives -5.9 / -6.7 eV.

Structure (ORCA input):
```
! wB97M-V def2-TZVPD RIJCOSX def2/J DEFGRID3
* xyz 2 6
Ir -3.789 1.986 -0.605
P -0.224 -1.721 1.770
P 1.210 -0.854 -1.934
O -3.822 2.155 1.293
O -2.543 3.603 0.287
C -0.524 0.457 -0.499
C 0.369 -1.995 -3.023
C 0.296 -0.012 1.995
C 2.203 1.677 1.302
C -4.326 1.827 -2.428
C 0.773 -2.470 0.408
C 0.754 0.777 -1.431
C 1.792 -1.610 -0.400
C 2.745 -0.426 -2.836
C 1.574 1.904 -1.077
C 0.824 -2.304 3.210
C -1.777 -2.602 1.995
C 1.696 0.399 1.839
C -0.669 0.741 0.977
C -3.144 3.260 1.365
C 1.470 2.560 0.205
H 3.289 -1.307 -3.210
H -1.503 -3.532 2.497
H 2.465 -0.198 2.350
H -0.810 -0.621 -0.572
H 2.394 2.400 2.117
H -5.377 1.521 -2.344
H 0.449 2.878 0.487
H 2.445 0.199 -3.688
H -0.146 -1.424 -3.800
H -0.349 -2.627 -2.492
H -4.220 2.768 -3.010
H -0.193 0.251 2.958
H 3.411 0.160 -2.188
H -0.625 1.804 1.254
H 3.167 1.358 0.843
H -1.722 0.447 1.179
H 2.364 2.261 -1.725
H 1.847 -1.916 3.125
H 0.398 1.085 -2.448
H 0.379 -1.958 4.154
H 2.200 -0.786 0.222
H -2.222 -2.821 1.024
H -1.393 0.934 -0.999
H 1.113 -2.645 -3.502
H 2.657 -2.235 -0.681
H 2.082 3.471 0.145
H -3.124 3.826 2.312
H 0.075 -2.976 -0.276
H 1.367 -3.259 0.905
H -2.476 -2.052 2.628
H -3.720 1.039 -2.880
H 0.892 -3.395 3.199
*
```

---

Here is C5H7IN2O2S2 as an isolated structure in a non-equilibrium geometry from the Open Molecules 2025 dataset. Energies are from ωB97M-V/def2-TZVPD.

The value obtained for the energy above the lowest of the compared OMol25 structures with the same formula, charge and spin is 12.31 kcal/mol. The HOMO energy (spin up / spin down) is -0.3223 / -0.3253 hartree. As for the molecular weight: 318.16 g mol⁻¹. Its HOMO-LUMO gap (spin up / spin down) is 6.416 / 5.624 eV. For the LUMO energy (spin up / spin down), the calculation gives -2.4 / -3.2 eV.

Structure (ORCA input):
```
! wB97M-V def2-TZVPD RIJCOSX def2/J DEFGRID3
* xyz 0 1
I 0.248 1.190 -3.296
S 0.471 -3.048 1.182
S 0.566 -1.133 -1.344
O 1.891 -1.576 -1.691
O -0.540 -1.964 -1.771
N 0.295 -1.595 0.668
N -0.626 0.580 0.597
C -0.554 -0.648 0.978
C 1.702 1.256 -0.068
C -1.522 -1.044 2.072
C 0.354 1.201 -0.287
C -0.199 2.067 -1.363
H 0.139 3.107 -1.277
H -2.297 -0.269 1.957
H 2.209 0.686 0.624
H -1.109 -0.677 2.997
H 2.334 1.723 -0.749
H -1.302 2.145 -1.225
H -2.060 -2.000 1.997
*
```

---

Here is a 4-piece molecular cluster, C2H13NO3S2 overall in a non-equilibrium geometry from the Open Molecules 2025 dataset. Energies are from ωB97M-V/def2-TZVPD.

As for the expectation value of S²: 0.751. The value obtained for the energy above the lowest of the compared OMol25 structures with the same formula, charge and spin is 9.77 kcal/mol. The HOMO energy (spin up / spin down) is 0.0131 / -0.2291 hartree. As for the molecular weight: 163.26 g mol⁻¹. Its HOMO-LUMO gap (spin up / spin down) is 2.531 / 9.067 eV. For the LUMO energy (spin up / spin down), the calculation gives 2.9 / 2.8 eV.

Structure (ORCA input):
```
! wB97M-V def2-TZVPD RIJCOSX def2/J DEFGRID3
* xyz -1 2
S -0.556 1.608 3.756
S 1.252 1.021 3.200
O 0.927 -0.426 -3.662
O 3.881 -1.339 -1.490
O -0.123 -2.084 -1.875
N -2.106 0.388 0.146
C -1.562 1.537 2.236
C -1.457 0.250 1.438
H 1.676 -1.016 -3.783
H -1.771 -0.286 -0.499
H -0.412 -0.077 1.376
H 2.031 2.087 2.996
H 3.033 -1.375 -1.060
H 0.164 -1.019 -3.555
H -2.590 1.606 2.606
H -1.079 -1.968 -1.705
H 3.800 -0.699 -2.199
H -1.989 -0.535 1.985
H -1.366 2.431 1.646
H 0.221 -1.396 -1.262
H -1.975 1.291 -0.296
*
```

---

Here is one molecule with the formula C5H8O in a non-equilibrium geometry from the Open Molecules 2025 dataset. Energies are from ωB97M-V/def2-TZVPD.

The value obtained for the energy above the lowest of the compared OMol25 structures with the same formula, charge and spin is 113.08 kcal/mol. The HOMO energy is -0.3148 hartree. As for the molecular weight: 84.12 g mol⁻¹. Its HOMO-LUMO gap is 9.348 eV. For the LUMO energy, the calculation gives 0.8 eV.

Structure (ORCA input):
```
! wB97M-V def2-TZVPD RIJCOSX def2/J DEFGRID3
* xyz 0 1
O -1.830 1.313 0.983
C 0.427 0.737 0.851
C -0.835 1.220 0.120
C 1.605 -0.368 -1.123
C -0.601 -1.093 -0.256
C 0.649 -0.273 -0.207
H 1.211 1.491 0.921
H 0.131 -1.814 0.159
H -2.592 1.617 0.466
H -1.341 -1.064 0.542
H 0.219 0.307 1.846
H 1.525 -1.051 -1.971
H -1.017 -1.328 -1.236
H 2.451 0.306 -1.094
*
```